Record 1
A structure of composition C21H12N3O4OsS5. Source: OMol25; level of theory: ωB97M-V with the def2-TZVPD basis set.

* HOMO level (alpha / beta): -4.441 / -4.554 eV
* E_tot: -3354.46310 a.u.
* LUMO energy (alpha / beta): 0.85 / 1.48 eV
* orbital gap (alpha / beta): 5.29 / 6.03 eV
* total charge: -1

Positions of all 46 atoms, in Å:
Os 0.680 0.527 0.128
S 2.713 -0.428 -0.431
S 0.763 1.591 -1.765
S -0.343 0.230 -4.037
S -3.054 0.997 -3.027
S -5.014 3.185 -2.427
O -2.805 -1.517 -0.338
O 1.207 2.102 1.325
O -0.622 -1.001 -0.185
O 0.457 4.050 2.153
N -2.724 3.287 -3.921
N -1.123 1.360 0.623
N -1.569 2.622 -4.315
C 0.276 2.999 1.586
C -3.456 1.285 0.490
C -2.774 4.672 -4.247
C -2.813 7.364 -4.894
C -1.913 -0.732 -0.131
C 4.910 1.105 -3.404
C -3.626 2.625 -3.171
C -1.618 5.428 -4.112
C 4.517 0.342 -2.334
C 2.378 1.445 -2.354
C 4.040 2.056 -3.971
C 3.231 0.505 -1.775
C -3.489 2.580 0.991
C 2.780 2.217 -3.457
C -2.313 3.229 1.369
C -3.947 5.247 -4.713
C -2.220 0.688 0.320
C -1.642 6.775 -4.437
C -1.119 2.567 1.172
C -1.583 1.387 -3.906
C -3.960 6.596 -5.033
H -4.835 4.642 -4.813
H -4.351 0.746 0.216
H -4.877 7.047 -5.393
H -0.742 7.365 -4.330
H -0.713 4.950 -3.766
H -2.309 4.217 1.806
H -4.439 3.086 1.097
H 4.362 2.652 -4.815
H -2.829 8.417 -5.146
H 2.082 2.919 -3.897
H 5.902 0.972 -3.816
H 5.188 -0.390 -1.902

Atomic forces in eV per Å
0.02 0.35 -0.25
-0.08 -0.22 0.38
-0.15 0.06 0.24
-0.03 -0.04 -0.19
-0.06 0.00 0.05
-0.01 0.02 -0.01
0.05 0.00 -0.02
-0.15 -0.15 0.16
-0.05 -0.04 0.13
0.01 -0.03 -0.02
0.10 0.02 -0.05
0.11 0.05 0.02
-0.05 0.01 0.09
0.11 0.04 -0.06
0.04 -0.09 -0.03
0.01 0.02 0.01
0.00 0.00 0.00
0.02 0.01 -0.06
-0.05 0.16 -0.15
0.01 -0.16 0.03
0.02 0.02 -0.01
-0.19 -0.02 0.14
0.21 -0.07 -0.12
0.20 -0.10 0.03
0.30 0.22 -0.41
0.01 0.07 0.03
-0.09 -0.08 0.08
-0.03 -0.02 0.01
-0.01 -0.01 -0.01
-0.11 -0.05 -0.05
0.00 -0.01 0.00
0.00 -0.02 0.00
-0.10 0.06 0.04
0.00 0.00 0.01
0.00 0.01 -0.01
-0.01 0.02 -0.01
0.00 0.00 -0.01
0.00 0.00 0.00
0.00 -0.01 0.01
-0.01 0.00 -0.01
0.00 0.00 -0.02
0.00 -0.01 -0.01
0.00 0.00 0.00
-0.03 -0.02 0.01
0.00 0.01 -0.01
-0.01 -0.01 0.02



Record 2
A structure of composition C38H36F12N3O7STi. Source: OMol25; level of theory: ωB97M-V with the def2-TZVPD basis set.

* HOMO level (alpha / beta): -3.154 / -3.155 eV
* E_tot: -4606.84465 a.u.
* LUMO energy (alpha / beta): 1.88 / 1.88 eV
* orbital gap (alpha / beta): 5.03 / 5.03 eV
* total charge: -1
* relative energy (zero: lowest compared OMol25 entry of this formula, charge and spin): 32.0 kcal per mole

Positions of all 98 atoms, in Å:
Ti 0.269 0.196 -0.003
S -1.179 2.651 -2.821
F 1.795 2.304 3.472
F -1.326 4.198 1.672
F 1.359 3.816 2.006
F -4.517 -1.553 1.133
F 0.363 3.858 3.904
F -3.155 -0.196 2.087
F -3.792 0.248 -1.992
F -4.541 -1.683 -1.421
F -2.702 -1.520 -2.522
F -2.592 2.456 1.569
F -2.164 3.351 3.474
F -4.499 0.536 0.564
O 3.822 -0.363 2.462
O -0.068 -2.790 -2.991
O -1.789 0.291 -0.290
O -0.164 -0.882 -1.712
O 2.078 0.516 1.425
O -0.104 1.786 1.044
O -0.310 3.364 -3.820
N 1.653 -1.384 -0.173
N -0.378 -0.802 1.636
N 2.181 0.419 -4.229
C -3.704 -0.493 0.913
C -3.410 -0.946 -1.522
C -0.860 -2.047 1.173
C -2.607 -0.784 -0.174
C 2.802 1.288 -1.970
C 2.152 -3.646 -1.066
C -0.953 -1.350 3.924
C -1.164 -0.999 5.239
C -0.225 -3.237 1.526
C -1.284 0.734 7.084
C 2.768 0.074 -2.836
C 3.129 -3.825 -0.152
C -2.177 -5.841 -0.425
C -2.329 -3.342 -0.229
C -0.615 -0.406 2.928
C 1.708 1.639 -1.151
C 2.831 3.823 -0.904
C 2.660 -1.615 0.697
C -1.922 -2.101 0.253
C -1.706 -4.527 0.140
C 3.925 2.110 -2.126
C -2.801 2.597 -3.595
C -0.353 2.109 2.345
C 1.403 -2.414 -1.118
C 0.721 0.129 -4.302
C -0.638 -4.458 1.025
C -1.626 3.024 2.283
C 2.444 1.810 -4.693
C -1.627 3.817 -1.544
C 0.394 -2.041 -1.931
C 3.958 3.379 -1.582
C 1.765 2.962 -0.692
C 2.834 -0.418 1.564
C -1.057 0.321 5.653
C -0.569 0.948 3.332
C 0.807 3.020 2.928
C -0.771 1.260 4.676
C 3.421 -2.744 0.782
H 4.776 1.748 -2.699
H -2.127 4.675 -1.996
H 2.119 1.870 -5.730
H 4.833 4.009 -1.692
H 2.801 4.826 -0.494
H 1.884 -4.421 -1.774
H -0.109 -5.362 1.307
H -3.561 2.407 -2.843
H 0.569 -0.944 -4.233
H -0.721 2.294 4.987
H 0.631 -3.180 2.187
H -2.228 -5.804 -1.515
H -0.498 1.406 7.436
H -2.265 3.293 -0.832
H 2.144 -0.723 -2.446
H 0.947 3.312 -0.085
H -1.298 -0.136 7.742
H 2.647 -0.206 -4.881
H -1.024 -2.648 -3.000
H 4.217 -2.863 1.506
H -2.802 1.794 -4.330
H -2.237 1.256 7.207
H -1.062 -2.385 3.640
H -0.713 4.122 -1.044
H 0.241 0.593 -3.445
H -3.174 -6.096 -0.059
H -1.417 -1.773 5.958
H -1.501 -6.650 -0.148
H 3.770 -0.309 -3.045
H 3.684 -4.752 -0.090
H -3.162 -3.407 -0.917
H 0.335 0.528 -5.239
H 1.853 2.500 -4.091
H 3.505 2.029 -4.607
H 4.323 -1.187 2.418
H -2.950 3.561 -4.083

Atomic forces in eV per Å
-0.75 -0.19 -0.41
0.01 0.01 -0.07
-0.01 0.04 0.01
-0.02 -0.02 -0.01
0.02 -0.03 -0.02
0.00 0.02 0.00
0.04 -0.01 -0.01
-0.08 0.05 -0.05
0.02 0.03 0.00
0.01 0.02 0.00
0.05 -0.01 0.04
-0.02 -0.04 0.00
-0.05 0.01 -0.06
0.02 -0.03 0.02
-0.06 0.03 -0.01
-0.04 -0.04 -0.03
0.14 0.04 0.05
0.13 0.02 0.15
0.35 -0.05 0.17
0.08 0.24 0.30
0.01 -0.04 0.02
0.23 -0.20 0.03
0.15 -0.05 -0.03
-0.02 -0.03 -0.03
-0.01 0.02 0.00
0.02 0.02 -0.02
0.04 0.05 0.06
-0.03 0.00 -0.03
-0.08 0.02 0.07
0.02 0.05 0.03
0.02 0.03 -0.01
0.00 0.00 -0.01
0.00 -0.02 -0.03
0.00 0.00 0.00
0.04 0.07 -0.02
-0.11 0.23 0.04
0.00 0.00 0.00
-0.01 0.00 -0.01
-0.01 0.00 -0.02
0.00 -0.09 -0.02
0.01 0.00 -0.01
0.23 0.12 0.31
0.00 -0.04 -0.02
0.01 0.00 0.01
0.04 0.02 0.07
0.00 0.02 -0.01
-0.02 -0.04 -0.05
0.02 -0.12 0.04
-0.02 -0.04 0.06
-0.01 0.00 0.00
0.03 0.02 0.03
-0.01 0.00 -0.08
0.00 -0.01 0.01
0.06 -0.01 0.03
0.01 -0.02 -0.01
0.00 0.04 0.01
-0.12 -0.05 -0.16
-0.01 -0.02 0.01
-0.03 0.00 0.02
0.03 -0.01 0.00
0.00 0.02 0.03
-0.33 0.02 -0.34
0.00 0.00 0.02
0.00 0.00 0.01
0.00 0.01 -0.01
0.00 0.01 -0.01
0.00 0.00 0.00
0.03 -0.02 0.02
0.00 0.00 0.00
-0.03 -0.02 0.01
0.03 -0.01 -0.03
0.01 -0.03 -0.01
0.01 0.01 0.01
0.00 0.00 0.00
0.00 0.00 0.00
0.00 0.00 0.02
0.04 -0.03 -0.02
-0.01 0.02 0.02
0.00 0.00 0.00
-0.04 -0.03 0.00
-0.02 -0.01 -0.02
0.00 0.04 0.03
0.00 0.01 -0.01
0.00 0.00 0.00
0.00 -0.02 0.01
0.01 0.00 0.00
0.04 0.03 -0.04
0.00 0.00 0.00
0.00 0.00 0.00
0.00 0.00 0.00
0.01 0.02 0.00
-0.02 -0.01 -0.04
0.00 0.00 0.00
-0.01 0.02 0.01
0.01 -0.02 0.00
-0.05 0.01 -0.02
0.01 -0.02 0.00
-0.01 0.00 0.01



Record 3
A structure of composition C40H51BiF4N5O10P2S2 in a non-equilibrium geometry. Source: OMol25; level of theory: ωB97M-V with the def2-TZVPD basis set.

* HOMO level: -4.303 eV
* E_tot: -4674.24559 a.u.
* LUMO energy: 1.63 eV
* orbital gap: 5.93 eV
* total charge: -1

Positions of all 115 atoms, in Å:
Bi 0.371 1.366 0.510
S -1.328 3.281 -1.516
S 0.992 4.123 0.505
P -2.937 -0.558 0.529
P -1.273 -2.141 -1.379
F -1.554 3.092 3.808
F -3.025 2.377 5.987
F -2.080 -2.244 5.030
F -0.469 -1.456 3.000
O 1.632 -0.661 0.934
O -2.229 -1.886 -2.687
O 1.901 1.264 -1.180
O -3.908 -0.164 -0.676
O -1.934 0.474 0.879
O -3.800 -0.830 1.786
O -0.824 -3.647 -1.391
O -0.224 -1.116 -1.302
O 6.642 -2.707 -1.940
O 7.134 -1.226 -3.507
N 6.459 -1.653 -2.577
N 0.535 1.263 2.963
N 1.470 4.664 -6.629
N 3.911 1.454 3.393
N 4.682 5.994 -4.001
C -3.017 -2.747 -3.529
C -3.943 1.176 -1.312
C -0.622 0.889 3.617
C 2.851 2.353 3.009
C 4.036 1.457 5.924
C 4.858 0.281 -2.929
C -6.102 -1.415 1.231
C 1.432 2.212 3.671
C 3.811 0.708 4.638
C -5.023 -1.522 2.266
C 2.508 -1.248 0.234
C 2.865 0.500 -1.545
C 0.377 4.037 -3.571
C 0.031 -4.309 -2.370
C 1.568 4.657 -5.465
C 5.267 1.683 2.892
C 0.153 3.860 -2.163
C 4.473 -1.421 -1.146
C -1.522 1.807 4.260
C -1.881 -0.888 4.839
C -3.623 1.021 -2.730
C 3.666 0.915 -2.651
C 5.240 -0.892 -2.169
C -0.173 -5.839 -2.279
C 3.279 -0.742 -0.865
C -5.332 1.717 -1.095
C 2.411 4.711 -1.780
C 5.385 2.285 1.505
C -2.361 1.432 5.257
C -2.319 -2.199 0.092
C -1.001 -0.511 3.805
C -4.711 -2.952 2.654
C 1.482 -3.892 -2.168
C 2.563 4.873 -3.145
C -3.043 -2.161 -4.925
C 1.209 4.209 -1.255
C 3.726 5.482 -3.574
C -4.418 -2.794 -2.879
C -2.517 0.075 5.610
C 1.548 4.455 -4.079
H -5.285 -0.894 3.127
H -1.716 -2.522 0.931
H 5.528 0.685 -3.685
H -3.265 1.792 -0.714
H -5.473 2.034 -0.075
H 3.257 4.895 -1.119
H -3.594 1.977 -3.226
H 5.934 2.121 3.659
H 3.042 1.771 6.279
H 1.563 1.886 4.692
H -6.416 -0.378 1.112
H 1.886 -4.510 -1.390
H -3.059 -3.000 -0.109
H 2.861 0.137 4.681
H 4.494 0.818 6.711
H -4.030 -2.296 -5.377
H 4.837 1.622 0.806
H -3.927 -3.012 3.433
H 0.231 -6.144 -1.348
H -0.355 -3.940 -3.332
H -4.358 0.320 -3.144
H 4.621 -0.106 4.481
H 4.803 -2.248 -0.506
H 2.784 -2.256 0.462
H 2.747 2.345 1.901
H 1.586 -2.827 -2.090
H -4.390 -3.508 -2.034
H -6.918 -2.017 1.598
H -5.215 -3.130 -3.604
H 1.040 3.254 3.701
H 4.602 2.377 5.750
H -2.820 -1.100 -4.892
H -4.485 -3.593 1.791
H -5.509 2.561 -1.751
H -0.461 3.854 -4.238
H -5.660 -3.340 3.086
H 6.447 2.287 1.170
H -4.671 -1.787 -2.520
H 5.009 3.317 1.453
H 0.361 -6.365 -3.079
H 3.223 3.401 3.166
H 2.091 -4.169 -2.989
H -2.314 -2.557 -5.671
H -2.562 -3.762 -3.578
H -1.215 -6.056 -2.271
H -2.628 0.552 -2.853
H 3.323 1.747 -3.272
H -6.101 0.951 -1.208
H -3.027 -0.287 6.498
H -5.809 -1.875 0.290
H 5.716 0.650 2.879

Atomic forces in eV per Å
-0.49 1.39 0.23
-0.20 -0.62 -0.19
0.34 -0.98 -0.21
-1.11 0.20 -0.45
-0.62 0.55 -0.89
0.43 -0.57 0.60
0.24 -0.50 -0.52
0.03 1.25 0.13
0.04 0.23 0.43
1.90 -1.53 -1.45
1.51 -0.27 1.01
0.73 -0.91 -0.25
0.56 -0.35 0.48
-0.22 -0.51 -0.24
-0.75 -0.23 1.15
0.16 -1.21 0.07
-0.19 -0.11 -0.23
0.56 1.27 -1.27
-0.31 -0.69 0.95
-0.96 -0.14 0.77
-0.13 0.01 -0.89
0.28 0.24 1.96
-0.60 -0.73 0.08
-1.17 -0.62 0.70
-0.36 -0.64 0.47
-0.39 0.26 2.00
-0.23 -1.03 0.72
-0.01 1.26 -0.50
-0.56 0.26 0.79
-0.33 -0.78 0.91
-0.13 -0.18 0.11
0.20 0.65 -1.15
1.45 -2.06 -1.65
1.20 0.71 -0.69
-1.35 2.03 1.00
0.30 -0.14 0.55
-2.14 -1.03 1.82
-0.11 0.28 -1.00
0.25 -0.21 -3.29
0.33 -1.82 0.99
0.78 0.47 0.16
-0.09 0.99 -0.69
1.03 0.24 -1.32
0.70 0.18 -1.48
1.22 -1.25 -0.82
0.69 -0.39 -0.49
0.66 0.09 -0.77
0.49 1.56 -0.37
-1.01 1.36 0.21
-0.49 -0.26 0.38
-0.81 -0.75 0.35
0.22 -0.17 -0.24
-0.80 -1.03 1.44
-0.02 -0.06 -0.95
-0.09 1.40 0.38
-0.56 -0.09 0.75
-0.92 -0.61 -0.19
-1.19 -0.91 -0.36
0.31 0.22 -1.10
-0.10 0.14 -0.40
2.93 1.33 -1.82
-0.27 -0.67 -0.59
0.11 -0.24 0.06
1.50 1.48 1.77
0.08 -0.45 0.00
0.36 -0.06 0.20
-0.15 -0.36 0.05
0.24 -0.08 -0.61
0.15 0.40 0.50
-0.31 0.25 -0.13
-0.18 0.27 -0.23
-0.29 0.83 -0.25
0.38 0.08 0.24
-0.11 -0.11 0.47
0.00 -0.15 -0.28
0.30 0.33 1.09
-0.06 0.81 0.31
0.38 0.40 -0.17
-0.17 0.54 -0.49
0.09 0.06 0.08
0.10 0.55 0.16
-0.31 0.00 -0.56
0.43 -0.52 1.00
0.35 -0.21 -0.01
-0.03 0.34 -0.34
-1.10 1.02 0.59
-0.18 0.22 -0.64
-0.01 -1.04 0.72
-0.18 -0.18 0.49
0.07 0.48 0.62
-0.20 0.44 -0.28
-0.62 0.01 0.12
0.88 0.23 0.73
0.03 -0.56 -0.03
0.24 -0.23 0.18
-0.22 0.24 0.17
0.14 0.28 0.16
-0.13 0.10 -0.12
0.14 -0.18 0.14
0.62 0.04 -0.10
-0.64 0.03 0.34
0.05 -0.36 -0.05
0.00 -0.38 -0.11
-0.24 0.25 0.08
-0.64 -0.32 0.19
0.34 -0.38 -1.32
-0.29 -0.12 0.86
-0.30 0.51 0.30
-0.83 -0.34 -0.25
-0.46 0.38 0.04
0.17 -0.09 0.46
0.05 -0.09 -0.60
-0.25 0.48 -0.18
0.16 0.25 -0.19
-0.27 0.60 -0.40